ORCA calculation (the ωB97M-V functional and the def2-TZVPD basis) on a 5-piece molecular cluster, C31H34BN2O11P2 overall in a non-equilibrium geometry.

Structure (XYZ):
```
81
Properties=species:S:1:pos:R:3
C 1.31832 -0.19295 -0.53266
C 0.40292 0.83539 -1.44147
O 0.46820 2.14598 -1.07330
N -0.43422 0.45900 -2.64242
C -0.43749 1.58238 -3.64476
C -1.79332 -0.07079 -2.29549
P -1.99484 -1.96883 -2.29044
C -1.41870 -2.78153 -3.92486
C -0.87484 -2.80382 -0.94070
O -1.97395 0.35088 -0.86468
B -3.09327 1.34524 -0.70095
O -3.31885 1.87544 -2.09313
C -3.16587 0.59977 -2.87287
P -3.58957 0.58359 -4.73102
N -2.61468 -0.31443 -5.65644
H 1.45238 -1.26259 -1.00226
H 0.84859 -0.23086 0.56403
H 2.37690 0.32849 -0.41084
H -0.60911 1.13463 -4.73568
H 0.67140 2.02265 -3.67458
H -1.14408 2.48155 -3.40026
H -0.55099 -2.17639 -4.45111
H -1.15271 -3.92277 -3.77867
H -2.32079 -2.77118 -4.70643
H -1.31875 -3.80844 -0.53084
H -0.72962 -2.02933 -0.07609
H 0.16679 -3.05933 -1.42933
H -4.06752 0.85068 -0.26803
H -2.70914 2.13635 0.11135
H -4.00927 -0.12078 -2.42439
H -3.56459 1.96269 -5.19746
H -4.97079 0.12279 -4.91727
H -3.23015 -1.02939 -6.10555
C 2.99383 2.84302 3.37310
C 2.96547 2.11483 2.25272
C 4.09944 1.24948 1.87260
O 4.07516 0.58417 0.84630
C 5.26460 1.21878 2.77884
C 5.29296 1.94697 3.89922
C 4.15899 2.81232 4.27934
O 4.18326 3.47763 5.30564
H 2.17090 3.48343 3.66622
H 2.11787 2.12591 1.57798
H 6.08752 0.57837 2.48572
H 6.14056 1.93589 4.57396
C -5.74467 -3.06625 -0.03824
C -5.25156 -3.02414 -1.27978
C -6.14164 -3.00470 -2.45731
O -5.69115 -2.96818 -3.59407
C -7.59691 -3.03195 -2.20981
C -8.09002 -3.07406 -0.96828
C -7.19993 -3.09349 0.20925
O -7.65043 -3.13002 1.34602
H -5.10579 -3.08175 0.83631
H -4.18660 -3.00298 -1.47784
H -8.23579 -3.01645 -3.08437
H -9.15498 -3.09521 -0.77022
C 6.78244 -1.78063 -4.17454
C 7.56958 -1.66577 -3.10050
C 7.09023 -1.01433 -1.86557
O 7.81066 -0.90699 -0.88274
C 5.70761 -0.49648 -1.86295
C 4.92047 -0.61133 -2.93698
C 5.39982 -1.26277 -4.17192
O 4.67938 -1.37011 -5.15475
H 7.11864 -2.25494 -5.08845
H 8.58581 -2.04113 -3.08642
H 5.37141 -0.02216 -0.94904
H 3.90424 -0.23597 -2.95107
C -0.82033 2.17516 7.19698
C -0.91523 2.24159 8.52849
C 0.14383 2.87137 9.34150
O 0.05873 2.93084 10.56041
C 1.31037 3.42600 8.62640
C 1.40528 3.35956 7.29489
C 0.34622 2.72979 6.48188
O 0.43131 2.67032 5.26297
H -1.58777 1.71604 6.58584
H -1.76485 1.84009 9.06771
H 2.07781 3.88512 9.23754
H 2.25490 3.76107 6.75567
```

Values from the calculation:
Calculated total energy in Ha: -2846.13194
F_max in eV/A: 8.06
2S+1: 1
LUMO in eV: -0.2
Net charge: -1
HOMO-LUMO gap in eV: 4.5

These are the Löwdin partial charges, in e, on atoms 1 to 4:
1. C -0.04
2. C -0.25
3. O -0.07
4. N -0.09

***

ORCA calculation (the ωB97M-V functional and the def2-TZVPD basis) on C31H34BNO2S as an isolated structure in a non-equilibrium geometry.

Structure (XYZ):
```
70
Properties=species:S:1:pos:R:3
C 4.90321 -0.46539 -0.14292
C 3.73912 0.18799 0.49652
C 3.02155 -0.31835 1.58204
C 1.96500 0.48673 1.98870
C 1.76018 1.66884 1.17115
B -0.45453 -2.29999 -0.91616
C 0.60603 2.44787 0.68328
C 1.24177 2.92035 1.94784
C 1.99319 4.15032 1.90168
C 2.06718 4.89567 0.76074
C 1.41991 4.48626 -0.42465
C 0.73515 3.31094 -0.48333
O -0.08471 -3.18007 -1.87743
C 0.79363 -4.08744 -1.15850
C 0.63724 -5.45267 -1.78670
C 2.23475 -3.62362 -1.38442
C 0.31498 -3.94428 0.34461
C -0.80080 -4.92365 0.70450
C 1.38757 -4.01606 1.40791
O -0.25230 -2.60795 0.39458
S 3.11685 1.67872 -0.01552
H 5.43528 -1.07685 0.59277
H 4.58091 -1.11648 -0.96722
H 5.58538 0.29172 -0.54340
H 3.30556 -1.25538 2.06025
H 1.37942 0.31457 2.88816
H 0.79331 2.63132 2.90443
H 2.45641 4.48515 2.83265
H 2.60473 5.84465 0.75512
H 1.45640 5.12720 -1.30624
H 0.22961 2.99612 -1.39710
H 1.31015 -6.16632 -1.29673
H -0.38716 -5.83169 -1.71610
H 0.91705 -5.40483 -2.84566
H 2.94631 -4.34450 -0.95983
H 2.43028 -3.57050 -2.46435
H 2.44459 -2.63247 -0.95444
H -0.39195 -5.93136 0.84851
H -1.26640 -4.61815 1.65051
H -1.58480 -4.96935 -0.06356
H 1.89817 -4.98633 1.36550
H 2.13023 -3.21595 1.30388
H 0.92685 -3.92863 2.39990
C -0.89773 0.82138 1.98935
C -0.27779 1.27278 0.65911
N -1.42874 1.63744 -0.23363
C -2.10266 0.81086 -1.13996
C -1.81374 -0.47219 -1.55613
C -2.69656 -1.06472 -2.46572
C -3.84290 -0.39045 -2.92939
C -4.14427 0.90118 -2.47700
C -3.26884 1.49924 -1.57293
C -3.34339 2.73033 -0.83479
C -2.21686 2.76124 0.03162
C -2.06719 3.75089 0.99262
C -3.03294 4.76763 1.04365
C -4.12666 4.76607 0.16090
C -4.29749 3.74192 -0.77827
H -0.49973 -0.16566 2.24056
H -0.70351 1.52778 2.80169
H -1.98575 0.71393 1.89891
H 0.16897 0.40957 0.15109
H -0.80617 -1.06076 -1.17865
H -2.49964 -2.07265 -2.82953
H -4.50163 -0.88488 -3.64284
H -5.02699 1.44948 -2.80207
H -1.20369 3.74336 1.65693
H -2.92996 5.56750 1.77674
H -4.85404 5.57649 0.21862
H -5.14542 3.70609 -1.46185
```

Values from the calculation:
Calculated total energy in Ha: -1829.73312
F_max in eV/A: 4.92
2S+1: 1
LUMO in eV: -1.3
HOMO-LUMO gap in eV: 2.8
ΔE to the lowest compared entry with this formula, charge and spin in eV: 5.299

These are the natural (NBO) partial charges, in e, on atoms 1 to 4:
1. C -0.62
2. C -0.30
3. C -0.24
4. C -0.36